{
  "formula": "C26H47Br2FN3O4",
  "method": "the ωB97M-V functional and the def2-TZVPD basis",
  "smiles": "CCCCCCCCCCCCCCC[C@]1(Br)CN(C(=O)NC(=O)F)C[C@](Br)(CCCOC(C)=O)[NH2+]1",
  "de_lowest_kj_mol": 773.84,
  "charge": 1,
  "e_tot_ha": -6731.21831,
  "symbols": ["C", "C", "C", "C", "C", "C", "C", "C", "C", "C", "C", "C", "C", "C", "C", "C", "Br", "C", "N", "C", "O", "N", "C", "O", "F", "C", "C", "Br", "C", "C", "C", "O", "C", "C", "O", "N", "H", "H", "H", "H", "H", "H", "H", "H", "H", "H", "H", "H", "H", "H", "H", "H", "H", "H", "H", "H", "H", "H", "H", "H", "H", "H", "H", "H", "H", "H", "H", "H", "H", "H", "H", "H", "H", "H", "H", "H", "H", "H", "H", "H", "H", "H", "H"],
  "xyz": [[-2.27196, 0.50679, 4.92703], [-2.67887, 2.10596, 4.69707], [-2.12832, 2.49682, 3.18683], [-1.86031, 4.13720, 3.00901], [-1.88794, 4.42203, 1.39470], [-0.69078, 5.39407, 0.83834], [0.81064, 5.03431, 1.39283], [2.02662, 5.42187, 0.34900], [3.26082, 4.34292, 0.30951], [2.66285, 2.92172, -0.24778], [3.77616, 1.71042, -0.37137], [3.78022, 0.93451, -1.81738], [2.75511, -0.38168, -1.86832], [1.33343, -0.10280, -1.04389], [0.11678, -1.11280, -1.47578], [-0.53783, -1.98161, -0.25016], [-1.03866, -0.66315, 1.22416], [0.54717, -3.02226, 0.48183], [-0.29865, -3.94725, 1.33665], [0.51975, -4.73705, 2.33281], [0.04178, -5.96847, 2.66170], [1.77727, -4.28110, 3.03841], [1.54417, -2.99510, 3.81089], [2.64616, -2.40315, 4.32688], [0.23782, -2.31606, 3.99986], [-0.97381, -4.92864, 0.36654], [-1.70463, -4.15445, -0.91389], [-3.59760, -4.87853, -1.05279], [-0.82412, -4.50690, -2.25012], [-1.63579, -4.40173, -3.67029], [-2.16753, -2.90020, -4.05994], [-1.84156, -2.49882, -5.46896], [-1.81756, -1.00207, -5.36947], [-0.45647, -0.09574, -5.25134], [-3.02758, -0.39960, -5.33477], [-1.85036, -2.68101, -0.60634], [-1.08046, 0.50206, 4.98072], [-2.63544, -0.06247, 3.94653], [-2.75755, 0.05130, 5.90285], [-2.13795, 2.82340, 5.46047], [-3.84972, 2.16350, 4.80010], [-1.10729, 1.90854, 3.05629], [-2.83586, 2.08317, 2.32035], [-2.73181, 4.68070, 3.59649], [-0.84319, 4.36915, 3.54005], [-2.91138, 4.99533, 1.17442], [-1.95032, 3.40322, 0.81443], [-0.65379, 5.23140, -0.34358], [-0.99987, 6.53083, 0.97832], [0.87978, 3.91928, 1.80537], [0.98241, 5.71954, 2.35433], [2.48136, 6.45945, 0.71432], [1.53185, 5.60690, -0.71711], [3.79585, 4.16201, 1.33673], [4.04054, 4.74098, -0.49237], [2.16278, 3.02359, -1.32702], [1.79203, 2.48374, 0.44149], [3.55960, 0.92765, 0.48224], [4.86590, 2.13212, -0.18853], [3.62851, 1.66320, -2.73066], [4.87098, 0.46388, -1.93421], [3.31995, -1.33992, -1.43944], [2.54151, -0.61646, -2.99675], [1.62685, -0.14342, 0.09812], [1.00066, 0.99115, -1.38655], [0.50342, -1.74838, -2.38531], [-0.76730, -0.43971, -1.91241], [1.20934, -3.56146, -0.31996], [1.27296, -2.32042, 1.11216], [2.56904, -4.16378, 2.33966], [-0.09403, -5.65298, 0.01112], [-1.84349, -5.51364, 0.91388], [-0.49869, -5.65022, -2.13936], [0.19444, -3.90140, -2.24792], [-0.85466, -4.70542, -4.52023], [-2.53132, -5.15464, -3.78625], [-1.69411, -2.03540, -3.39104], [-3.35361, -2.85449, -3.97302], [-0.26302, 0.16102, -4.10196], [0.51805, -0.60309, -5.65656], [-0.65360, 0.96166, -5.76515], [-2.40348, -2.13884, -1.33276], [-2.44228, -2.62110, 0.27624]],
  "forces_ev_per_angstrom": [[0.34, 1.14, -0.27], [0.29, -0.98, -0.68], [0.06, 0.06, 0.52], [-0.56, -1.68, 0.01], [-0.64, 1.21, 0.31], [-0.08, -0.54, -1.29], [0.08, 0.87, 1.31], [-0.05, 0.66, 0.64], [-0.90, -0.42, -1.35], [-0.31, -1.10, -0.29], [0.21, 0.13, 0.04], [0.88, -1.01, 0.46], [0.04, 0.10, -0.17], [0.99, 0.54, -0.78], [-0.59, 0.57, -0.46], [2.72, 0.98, 0.30], [0.05, -0.86, -1.15], [-0.20, 1.55, -0.30], [2.96, -1.16, -0.30], [-3.57, -6.75, 1.46], [3.20, 8.04, -2.26], [-3.62, 3.01, -0.93], [6.89, 4.06, 2.69], [-8.28, -4.06, -3.62], [3.79, -3.09, -1.02], [-0.52, -0.76, 0.49], [1.60, -2.13, -0.31], [1.50, 0.74, 0.04], [-0.39, -0.86, -0.45], [0.89, 0.39, -1.43], [-0.91, 0.26, 0.50], [0.76, 2.91, 2.28], [-6.42, 2.62, -0.23], [-0.06, 0.20, 0.45], [8.10, -3.86, -0.13], [-0.61, 0.30, 0.91], [-2.63, -0.40, -0.03], [0.78, 0.98, 2.24], [1.11, 0.88, -2.13], [-1.23, -1.59, -1.38], [2.37, 0.30, -0.30], [-1.84, 1.30, 0.18], [1.26, 0.99, 1.99], [1.87, -0.94, -1.38], [-1.93, -0.26, -1.18], [2.17, -1.36, 0.33], [0.43, 1.98, 1.10], [-0.16, 0.39, 2.42], [0.90, -2.42, -0.03], [-0.23, 2.29, -1.17], [-0.34, -1.61, -1.93], [-1.03, -2.16, -0.94], [1.36, -0.60, 2.11], [-1.16, 0.55, -1.92], [-1.47, -0.90, 1.83], [1.12, 0.21, 2.27], [1.84, 1.27, -1.34], [0.63, 1.46, -1.66], [-2.28, -0.79, -0.36], [0.05, -1.42, 1.95], [-2.36, 1.08, 0.08], [-1.26, 2.08, -0.74], [0.24, 0.42, 2.07], [-1.04, 0.26, -2.31], [0.69, -2.40, 1.22], [-0.86, 0.78, 1.95], [1.77, -1.45, 1.01], [-1.34, 0.77, 1.35], [-1.78, -1.60, -1.26], [-1.03, 0.14, 1.46], [-2.38, 1.37, 0.40], [2.27, 1.14, -0.98], [-0.87, 2.55, -0.12], [-2.31, -1.05, -0.06], [-1.65, 0.68, 1.87], [1.90, 1.48, 0.63], [-0.93, -2.05, -0.96], [2.56, 0.01, -0.01], [-0.59, -0.73, -2.42], [-2.13, 0.84, 0.63], [0.28, -2.62, 0.99], [0.90, -0.80, 0.66], [0.69, -0.10, -1.07]]
}

{
  "formula": "C26H47BrN3O8",
  "method": "the ωB97M-V functional and the def2-TZVPD basis",
  "charge": 1,
  "e_tot_ha": -4358.79584,
  "symbols": ["C", "C", "C", "C", "C", "C", "N", "N", "C", "C", "C", "Br", "C", "N", "H", "H", "H", "H", "H", "H", "H", "H", "H", "H", "H", "H", "H", "H", "H", "O", "C", "O", "C", "C", "C", "H", "H", "H", "H", "H", "H", "H", "H", "O", "C", "O", "C", "C", "C", "H", "H", "H", "H", "H", "H", "H", "H", "O", "C", "O", "C", "C", "C", "H", "H", "H", "H", "H", "H", "H", "H", "O", "C", "O", "C", "C", "C", "H", "H", "H", "H", "H", "H", "H", "H"],
  "xyz": [[-4.54735, 5.89161, -0.93901], [-4.52886, 4.88236, -1.60715], [-4.62240, 3.58264, -2.30056], [-4.65925, 2.42490, -1.25882], [-3.66128, 1.29159, -1.61276], [-2.63093, 1.01091, -0.56839], [-1.50613, 0.41973, -0.71853], [-0.98053, 0.38276, 0.51332], [0.32506, -0.15780, 0.95749], [1.03817, -1.04362, -0.08016], [2.06484, -0.16864, -0.82318], [3.16932, -1.27391, -1.99880], [-1.73526, 0.93235, 1.40095], [-2.81884, 1.35084, 0.73738], [-4.74281, 6.69033, -0.26899], [-5.50270, 3.61005, -2.94986], [-3.69180, 3.49051, -2.86394], [-4.52329, 2.86125, -0.26939], [-5.66435, 2.00288, -1.28649], [-4.24726, 0.37496, -1.73745], [-3.19348, 1.46501, -2.58081], [0.20453, -0.68133, 1.90480], [0.97738, 0.69348, 1.16782], [1.64013, -1.75235, 0.49188], [0.36978, -1.56269, -0.76289], [1.51376, 0.54852, -1.43261], [2.72256, 0.34356, -0.12630], [-1.53166, 1.02911, 2.45275], [-3.60125, 1.79910, 1.18754], [9.92913, 1.30248, -1.31117], [9.19533, 0.86553, -2.15018], [7.86527, 0.85721, -1.92364], [6.89274, 0.51160, -2.91002], [6.70134, -0.98739, -3.00645], [9.73361, 0.25003, -3.42083], [7.13889, 0.96405, -3.87236], [5.96251, 0.97328, -2.57994], [7.61665, -1.49358, -3.31397], [5.91742, -1.22747, -3.72598], [6.42402, -1.39504, -2.03397], [10.05398, -0.76943, -3.21061], [10.59139, 0.83423, -3.74618], [9.02692, 0.24170, -4.24763], [-6.87407, 3.33850, -4.89265], [-7.40417, 4.31034, -5.36723], [-6.67939, 5.14509, -6.12122], [-7.23531, 6.23804, -6.86380], [-7.41624, 7.46686, -5.99731], [-8.84324, 4.64503, -5.05917], [-8.15804, 5.93663, -7.36144], [-6.51531, 6.45279, -7.65135], [-8.11547, 7.28589, -5.18055], [-7.78974, 8.30141, -6.59064], [-6.46597, 7.75336, -5.54593], [-8.89191, 5.12867, -4.08437], [-9.41112, 3.71763, -5.02716], [-9.32111, 5.28076, -5.79992], [3.30272, 0.23012, 3.77479], [2.87777, -0.54813, 4.58368], [1.78523, -1.27366, 4.26718], [1.26934, -2.34719, 5.06803], [0.38060, -1.83010, 6.17978], [3.48096, -0.67082, 5.95954], [2.07836, -2.97848, 5.43740], [0.67656, -2.96649, 4.39475], [0.92901, -1.18685, 6.86746], [-0.04308, -2.65833, 6.74749], [-0.43423, -1.23240, 5.76686], [3.10258, 0.13756, 6.58398], [4.56055, -0.57659, 5.86858], [3.28859, -1.62340, 6.44756], [3.46078, -6.03518, 5.97214], [2.74309, -6.50274, 5.13414], [1.41333, -6.56349, 5.34943], [0.45406, -6.94507, 4.36039], [0.32228, -8.45049, 4.26003], [3.30951, -7.10149, 3.86791], [0.68387, -6.48084, 3.39872], [-0.49358, -6.52150, 4.69180], [1.25765, -8.91732, 3.95191], [-0.45034, -8.72076, 3.53963], [0.06069, -8.87100, 5.23099], [3.66665, -8.10768, 4.08201], [4.14584, -6.48614, 3.54339], [2.60697, -7.13783, 3.03829]],
  "forces_ev_per_angstrom": [[-0.27, -1.31, -0.55], [-0.40, 0.75, 0.69], [0.68, 0.78, 0.75], [-0.34, 0.01, -0.79], [-0.54, -0.20, 0.21], [-2.01, 1.06, -0.68], [1.36, -0.70, -0.48], [1.69, -0.75, 1.25], [0.88, -0.37, -0.90], [1.00, 0.65, 0.55], [-0.79, -0.46, -0.41], [-0.27, 0.36, 0.24], [-1.21, 0.54, 0.17], [0.09, 0.08, 0.98], [0.27, 0.32, -0.07], [0.35, -0.31, -0.13], [-0.31, -0.08, -0.47], [0.13, -0.10, -0.05], [0.04, 0.02, 0.20], [0.22, -0.08, 0.00], [0.20, 0.01, 0.15], [-0.40, -0.02, -0.10], [-0.18, 0.05, 0.03], [-0.35, -0.28, -0.07], [-0.03, 0.00, 0.08], [0.38, 0.07, -0.17], [0.08, -0.08, -0.06], [0.00, 0.01, 0.03], [-0.17, 0.08, -0.33], [-0.12, 0.09, 0.14], [0.25, -0.30, -0.20], [-0.21, 0.29, 0.27], [-0.04, -0.20, -0.15], [0.15, -0.14, 0.03], [-0.15, 0.33, -0.38], [0.07, -0.05, 0.00], [0.09, 0.07, 0.12], [-0.01, 0.04, -0.09], [0.00, 0.02, 0.00], [-0.07, 0.06, -0.01], [0.01, 0.01, 0.02], [0.11, -0.09, 0.18], [-0.05, -0.15, 0.06], [0.19, -0.01, 0.06], [-0.29, 0.18, 0.21], [0.33, -0.20, -0.20], [-0.16, 0.31, 0.01], [-0.01, -0.05, 0.19], [-0.26, -0.14, -0.44], [-0.03, -0.04, 0.09], [0.10, -0.17, 0.06], [-0.07, 0.02, -0.07], [0.02, -0.01, -0.02], [0.03, 0.02, -0.09], [0.01, 0.00, 0.00], [0.11, -0.04, 0.19], [0.07, 0.13, 0.09], [-0.21, -0.02, -0.25], [0.22, 0.21, 0.41], [-0.32, -0.17, -0.55], [-0.05, -0.07, 0.39], [0.04, 0.16, 0.05], [0.20, -0.50, -0.02], [0.03, 0.07, 0.04], [0.10, 0.10, -0.17], [0.04, -0.09, 0.04], [0.01, -0.01, -0.02], [-0.03, -0.08, -0.02], [0.01, 0.02, -0.02], [-0.04, 0.22, -0.04], [-0.14, 0.06, 0.04], [-0.23, 0.21, 0.16], [0.27, -0.42, -0.35], [-0.19, 0.43, 0.36], [-0.02, -0.27, -0.17], [0.13, -0.09, 0.03], [-0.16, 0.35, -0.39], [0.09, -0.05, 0.00], [0.10, 0.08, 0.14], [-0.02, 0.03, -0.09], [-0.01, 0.01, 0.01], [-0.08, 0.05, -0.01], [0.01, 0.01, 0.01], [0.12, -0.10, 0.19], [-0.05, -0.17, 0.07]]
}

{
  "formula": "C26H47IrN7OPS",
  "method": "the ωB97M-V functional and the def2-TZVPD basis",
  "de_lowest_kj_mol": 1.91,
  "charge": 1,
  "e_tot_ha": -2320.94665,
  "spin_multiplicity": 6,
  "symbols": ["Ir", "O", "N", "C", "C", "C", "C", "C", "S", "H", "H", "H", "H", "N", "P", "N", "C", "C", "C", "C", "C", "N", "C", "C", "C", "C", "C", "N", "C", "C", "C", "C", "C", "H", "H", "H", "H", "H", "H", "H", "H", "H", "H", "H", "H", "H", "H", "H", "H", "H", "H", "H", "H", "H", "H", "H", "H", "H", "H", "H", "H", "H", "H", "C", "C", "N", "C", "C", "N", "C", "C", "H", "H", "H", "H", "H", "H", "H", "H", "H", "H", "H", "H", "H"],
  "xyz": [[-0.37995, 0.13541, 0.03795], [1.53002, 0.21795, 0.52964], [2.17973, 1.47457, 0.47605], [3.39428, 1.46920, 1.16055], [3.85247, 2.59203, 1.78628], [3.08641, 3.75972, 1.81755], [1.80838, 3.72250, 1.21417], [1.35516, 2.59773, 0.60142], [-0.24543, 2.48003, -0.13616], [3.95242, 0.54939, 1.07879], [4.82758, 2.55431, 2.25348], [3.43977, 4.65370, 2.30744], [1.16551, 4.59213, 1.22278], [-2.13686, -0.20685, -0.46966], [-3.42809, -0.49679, -1.32360], [-3.04409, -1.24630, -2.75492], [-4.07988, -1.34390, -3.79125], [-3.98761, -0.20932, -4.80780], [-2.58734, -0.11327, -5.40511], [-1.54835, 0.00168, -4.29422], [-1.69429, -1.15843, -3.31978], [-4.24632, 0.91857, -1.48455], [-5.68781, 1.01079, -1.74707], [-6.29170, 2.11973, -0.89860], [-5.68344, 3.48676, -1.26703], [-4.33039, 3.32304, -1.96536], [-3.51721, 2.19756, -1.34815], [-4.54361, -1.51876, -0.64929], [-4.52999, -2.96642, -0.82847], [-3.69054, -3.67339, 0.25122], [-3.63737, -2.82841, 1.52796], [-4.98197, -2.13738, 1.71614], [-5.17996, -1.09268, 0.60974], [-5.06070, -1.35602, -3.31193], [-3.95783, -2.30801, -4.29941], [-4.23266, 0.73491, -4.31313], [-4.73573, -0.36817, -5.58739], [-2.52275, 0.73486, -6.08767], [-2.38122, -1.01068, -5.99971], [-1.68161, 0.94200, -3.74815], [-0.53489, 0.01222, -4.70088], [-0.97724, -1.07739, -2.50515], [-1.50566, -2.10119, -3.85270], [-6.14660, 0.05036, -1.52036], [-5.88327, 1.20994, -2.80698], [-6.09984, 1.88823, 0.15218], [-7.37520, 2.12723, -1.02546], [-5.55934, 4.08663, -0.36390], [-6.36181, 4.04254, -1.91578], [-3.75156, 4.24524, -1.90737], [-4.47183, 3.11346, -3.02951], [-3.31824, 2.40415, -0.29168], [-2.54845, 2.12117, -1.84495], [-4.16826, -3.20255, -1.82604], [-5.56620, -3.31171, -0.77716], [-2.68085, -3.86898, -0.12231], [-4.13906, -4.64809, 0.46312], [-2.86208, -2.06085, 1.43781], [-3.38866, -3.44845, 2.39134], [-5.04888, -1.64304, 2.68529], [-5.78238, -2.88201, 1.69047], [-4.72410, -0.15096, 0.91878], [-6.24588, -0.90377, 0.44686], [0.47091, -4.83141, -0.89694], [0.18283, -3.32975, -1.13520], [0.80102, -2.53804, -0.08580], [0.33624, -2.95313, 1.22955], [0.78230, -4.40762, 1.51099], [1.43880, -4.91381, 0.25394], [2.68140, -4.11232, -0.04252], [2.24987, -2.62923, -0.16216], [0.93831, -5.32072, -1.74959], [-0.41401, -5.39552, -0.60452], [-0.88868, -3.13421, -1.14758], [0.58682, -3.00975, -2.09460], [-0.74924, -2.86249, 1.26326], [0.74926, -2.27276, 1.97378], [-0.04838, -5.07642, 1.73110], [1.51969, -4.48373, 2.30823], [1.70414, -5.88679, 0.39054], [3.10425, -4.51489, -0.96160], [3.37809, -4.29220, 0.77435], [2.58449, -2.20534, -1.10742], [2.67282, -2.02121, 0.63468]],
  "forces_ev_per_angstrom": [[-0.13, -0.20, 0.04], [0.05, 0.06, 0.00], [-0.04, 0.01, 0.13], [-0.01, 0.02, -0.08], [0.02, -0.09, -0.01], [-0.05, 0.08, 0.01], [0.05, 0.01, 0.03], [-0.04, -0.12, -0.09], [0.07, 0.19, 0.00], [0.00, 0.00, 0.01], [0.00, 0.01, -0.01], [0.00, -0.01, 0.00], [0.00, 0.00, -0.01], [0.04, -0.04, -0.14], [0.05, 0.01, 0.19], [0.09, 0.07, 0.02], [-0.05, 0.03, 0.01], [-0.06, -0.01, -0.02], [0.01, -0.01, -0.01], [0.01, 0.02, 0.01], [0.00, -0.07, -0.01], [-0.12, -0.08, -0.03], [-0.01, 0.03, -0.01], [-0.01, 0.01, 0.00], [-0.01, 0.01, 0.01], [0.03, 0.00, 0.00], [-0.01, -0.01, -0.03], [0.06, 0.01, -0.03], [0.00, -0.01, -0.01], [-0.03, -0.04, -0.01], [0.01, -0.01, 0.01], [-0.02, 0.04, 0.03], [0.01, 0.00, 0.02], [0.01, -0.02, -0.01], [0.00, 0.00, -0.01], [0.00, 0.01, 0.04], [0.01, 0.00, -0.01], [0.00, 0.01, 0.01], [0.00, 0.00, 0.01], [0.01, -0.01, 0.01], [0.00, -0.01, -0.02], [-0.02, 0.03, -0.01], [0.01, 0.00, 0.01], [0.01, 0.02, -0.01], [0.03, 0.01, -0.04], [0.01, 0.00, -0.01], [0.00, 0.01, -0.01], [0.00, 0.00, 0.00], [0.00, -0.01, -0.01], [-0.01, 0.01, 0.01], [-0.01, 0.00, 0.00], [0.00, 0.00, 0.00], [0.00, -0.01, 0.02], [0.00, 0.00, 0.01], [-0.01, 0.01, 0.02], [0.05, 0.03, -0.02], [0.01, 0.01, 0.00], [-0.01, 0.02, -0.01], [-0.01, 0.00, 0.00], [0.01, 0.00, 0.00], [0.01, 0.00, -0.02], [-0.01, 0.00, 0.00], [-0.01, -0.02, 0.01], [0.02, -0.01, 0.02], [0.03, -0.04, 0.03], [-0.01, 0.07, -0.03], [0.00, -0.01, 0.00], [0.01, -0.02, -0.01], [0.00, 0.00, 0.00], [-0.02, -0.01, 0.01], [0.02, 0.00, 0.01], [0.00, 0.00, 0.00], [0.00, 0.00, 0.00], [-0.03, -0.01, 0.02], [0.01, 0.00, -0.01], [-0.01, -0.02, -0.02], [0.00, 0.00, 0.00], [0.00, 0.00, 0.01], [0.00, 0.01, 0.00], [-0.01, 0.00, 0.00], [0.00, 0.00, -0.01], [0.01, 0.00, 0.00], [0.00, 0.00, 0.00], [0.00, 0.00, 0.00]]
}